1.
# C26H44Br10O12

C26H44Br10O12 as an isolated structure at a distorted geometry (the ωB97M-V functional and the def2-TZVPD basis, the Open Molecules 2025 dataset).

Computed properties:
Frontier orbital gap, eV: 8.96
E_tot, eV: -752663.1996
HOMO energy, eV: -8.93

```
92
Properties=species:S:1:pos:R:3:mulliken_charge:R:1
C 4.34616 1.60100 2.94527 -1.57
C 2.98028 1.85507 2.27773 2.41
C 2.54532 3.31261 2.52997 -0.69
O 2.70563 3.98725 1.28895 -0.41
C 3.23954 3.17403 0.37344 0.44
O 3.32587 3.43223 -0.80019 -0.59
O 3.34176 1.94182 0.86645 -0.13
H 4.87285 0.74050 2.53865 0.35
H 4.24595 1.50311 4.02897 0.32
H 4.97821 2.48191 2.81095 0.52
H 2.27101 1.08360 2.55629 -1.32
H 3.26004 3.76751 3.21857 0.45
H 1.53700 3.47731 2.90688 0.40
C -4.83870 -2.28152 5.25183 -1.51
C -3.58091 -1.88561 4.50466 0.37
C -3.77862 -1.54642 3.00790 -0.61
O -3.17211 -0.24578 2.88138 -0.27
C -2.82980 0.23555 4.10506 0.94
O -2.11135 1.17824 4.29376 -0.55
O -3.07228 -0.67643 5.05417 -0.41
H -5.44308 -1.44520 5.60434 0.36
H -4.59007 -2.87443 6.13235 0.35
H -5.51088 -2.88579 4.63670 0.40
H -2.76547 -2.59056 4.69616 0.28
H -4.85880 -1.58186 2.87007 0.54
H -3.20958 -2.20531 2.35920 0.25
C 1.25597 -0.08447 -0.89781 -0.98
C 0.04711 0.36268 -0.13162 1.06
C -1.29519 -0.13355 -0.60581 0.25
O -2.02389 -0.20747 0.59063 -0.41
C -1.17524 -0.40546 1.62189 0.24
O -1.45634 -0.67764 2.74830 -0.56
O 0.07816 -0.18995 1.21434 -0.19
H 1.08688 -0.08943 -1.98009 0.53
H 1.66180 -1.05458 -0.63675 -0.42
H 2.10432 0.60574 -0.89212 -0.17
H 0.03482 1.44926 -0.01026 0.55
H -1.36564 -1.06608 -1.17891 -0.08
H -1.67934 0.60470 -1.31085 -0.46
C -1.77651 -1.17438 -6.21711 -0.99
C -1.81261 -2.18838 -5.09678 0.35
C -1.43424 -3.64986 -5.39176 -0.46
O -0.61435 -3.98846 -4.25761 -0.39
C -0.30481 -2.85531 -3.55083 0.43
O 0.45582 -2.84872 -2.63676 -0.27
O -0.89031 -1.77860 -4.09164 -0.10
H -2.11403 -0.24247 -5.76391 -0.08
H -2.52590 -1.41870 -6.97334 0.40
H -0.80186 -1.09959 -6.69139 0.33
H -2.76613 -2.24199 -4.56132 0.24
H -0.85313 -3.85625 -6.29018 0.31
H -2.35100 -4.23674 -5.40152 0.29
Br -4.73631 3.22812 -0.04467 -0.16
C -3.15512 2.28624 0.71653 0.59
C -2.17374 3.24911 1.36957 -0.84
Br -0.52346 2.25909 1.47605 0.02
H -2.69947 1.87395 -0.18004 -0.34
H -3.37887 1.48546 1.41458 -0.06
H -2.62254 3.51195 2.32328 0.42
H -1.95935 4.08666 0.71592 0.61
Br 2.85708 1.89223 5.00433 -0.17
C 1.38404 0.61247 4.70855 -0.10
C 1.76648 -0.46497 3.66433 -0.15
Br 3.52583 -1.19285 4.09354 -0.16
H 0.47044 1.10483 4.37651 0.02
H 1.14048 0.15319 5.66240 0.50
H 1.90545 -0.09199 2.65570 -0.83
H 1.05936 -1.28854 3.63177 0.57
Br -5.59912 4.11920 -4.11699 -0.16
C -4.02063 3.12212 -3.48996 -0.79
C -3.23420 2.44256 -4.61034 -0.48
Br -1.64763 1.73751 -3.68908 -0.09
H -4.30697 2.37012 -2.76209 0.30
H -3.34436 3.82515 -3.01124 0.42
H -3.01542 3.20851 -5.34916 0.42
H -3.85462 1.65744 -5.03328 0.41
Br 3.55470 -1.98685 1.14335 -0.03
C 3.84409 -3.38426 -0.16646 -0.18
C 2.68171 -4.36477 -0.12447 -0.44
Br 2.96056 -5.71483 -1.51046 -0.21
H 4.80027 -3.84117 0.07904 0.51
H 3.98317 -2.98060 -1.16885 -0.21
H 1.75525 -3.83983 -0.34169 0.13
H 2.58163 -4.88080 0.82493 0.49
Br 6.76359 1.00085 -3.29681 -0.15
C 5.01952 1.00442 -2.42357 -0.65
C 3.90526 0.37261 -3.22722 0.10
Br 4.19670 -1.57213 -3.35697 -0.16
H 4.68239 1.99333 -2.09923 0.35
H 5.17593 0.53287 -1.45322 0.30
H 3.91302 0.79053 -4.22980 0.48
H 2.97248 0.59594 -2.72110 -0.06
```


2.
# C13H25N4O5

An isolated ion of composition C13H25N4O5 and charge +1 at a distorted geometry (the ωB97M-V functional and the def2-TZVPD basis, the Open Molecules 2025 dataset).

Computed properties:
Frontier orbital gap, eV: 9.83
Structure (SMILES): CNC(=O)[C@@H](CCCC[NH3+])NC(=O)[C@@H](CC(=O)O)NC(C)=O
E_tot, eV: -30079.1061
HOMO energy, eV: -12.36
Net charge: +1

```
47
Properties=species:S:1:pos:R:3:nbo_charge:R:1
C -1.04881 -4.46616 0.30616 -0.42
N -0.81621 -3.03569 0.20088 -0.57
C -0.51365 -2.37496 -0.87122 0.65
O -0.35349 -2.94638 -1.97487 -0.71
C -0.58644 -0.87249 -0.87498 -0.13
C -1.82114 -0.20311 -1.63534 -0.40
C -1.61180 1.23502 -2.18726 -0.41
C -0.23898 1.49097 -2.85575 -0.43
C 0.02835 0.78923 -4.20740 -0.24
N 0.38458 -0.68750 -3.92426 -0.69
N -0.46783 -0.12006 0.38980 -0.60
C 0.65820 0.17180 0.98011 0.69
O 1.71994 -0.24300 0.58349 -0.63
C 0.47891 0.81626 2.39005 -0.09
C 0.85267 -0.19232 3.47459 -0.54
C 0.01948 -1.46390 3.60845 0.83
O -0.83689 -1.79776 2.78652 -0.63
O 0.34002 -2.19543 4.71210 -0.63
N 1.26766 2.07831 2.51194 -0.63
C 1.29741 3.13235 1.59592 0.70
C 2.09766 4.35273 1.97896 -0.71
O 0.65047 3.12139 0.58601 -0.62
H -1.92908 -4.56238 -0.31210 0.21
H -1.32558 -4.73177 1.33227 0.23
H -0.15150 -5.08224 -0.12864 0.23
H -1.05074 -2.51308 1.05060 0.44
H 0.38745 -0.63304 -1.33495 0.21
H -2.77732 -0.29078 -1.06755 0.24
H -1.99550 -0.82336 -2.52041 0.19
H -2.38300 1.49372 -2.87538 0.22
H -1.77696 2.04881 -1.41696 0.24
H 0.63696 1.30147 -2.13346 0.23
H -0.28198 2.52743 -2.97365 0.25
H -0.79400 0.96246 -4.95814 0.24
H 0.92022 1.33289 -4.51894 0.24
H 0.58606 -1.19016 -4.79662 0.45
H 0.95779 -0.82017 -3.14464 0.45
H -0.52855 -1.11682 -3.57486 0.47
H -1.36665 0.09173 0.78006 0.41
H -0.55017 1.04053 2.57510 0.20
H 1.83552 -0.57049 3.38033 0.26
H 0.70649 0.44295 4.36539 0.23
H 1.01113 -1.63670 5.15977 0.49
H 1.55905 2.24648 3.46599 0.39
H 1.74414 5.09435 1.25208 0.25
H 1.90240 4.59045 2.97327 0.22
H 3.16370 4.20843 1.84750 0.24
```


3.
# C4H8N2O2

One molecule with the formula C4H8N2O2 at a distorted geometry (the ωB97M-V functional and the def2-TZVPD basis, the Open Molecules 2025 dataset).

Computed properties:
ΔE to the lowest compared entry with this formula, charge and spin, kJ/mol: 709.79
Frontier orbital gap, eV: 5.08
E_tot, eV: -11346.7563
HOMO energy, eV: -8.74

```
16
Properties=species:S:1:pos:R:3:nbo_charge:R:1
C -0.39872 0.17836 -0.64827 -0.35
C -0.56065 1.57594 -0.97493 0.06
C -0.93899 2.55690 0.00297 0.30
O -1.33988 3.68450 -0.18999 -0.43
N 0.48433 -0.02894 0.51072 -0.64
C 0.39502 -1.51847 0.80329 0.37
N 1.46735 -2.11071 0.00177 -0.90
O -0.79002 -1.94132 0.41628 -0.65
H 0.05103 -0.35687 -1.49052 0.26
H 1.06926 -2.91987 -0.45081 0.38
H -0.61798 1.90560 -2.01357 0.22
H -1.38715 -0.24585 -0.36872 0.36
H -0.87447 2.21545 1.05099 0.12
H 0.42580 0.80661 1.07227 0.37
H 0.62498 -1.67492 1.88680 0.15
H 2.39010 -2.12643 0.39170 0.37
```


4.
# C38H36F6N2O3

A 2-piece molecular cluster, C38H36F6N2O3 overall at a distorted geometry (the ωB97M-V functional and the def2-TZVPD basis, the Open Molecules 2025 dataset).

Computed properties:
ΔE to the lowest compared entry with this formula, charge and spin, kJ/mol: 192.74
Frontier orbital gap, eV: 4.18
E_tot, eV: -65416.4199
HOMO energy, eV: -6.02

```
85
Properties=species:S:1:pos:R:3:mulliken_charge:R:1
C -4.28083 1.70995 3.14468 -1.46
C -2.91128 1.09264 3.31410 0.54
O -1.97090 1.77832 2.47848 -0.26
C -0.70346 1.31772 2.67105 0.37
C 0.23659 2.08932 1.83444 0.81
C 1.65425 1.90769 2.11353 0.44
O 2.15932 0.86029 2.52334 -0.70
C 2.60165 3.12691 1.83675 -0.66
C 1.96780 4.47382 1.52096 -0.71
C 0.75126 4.27527 0.62058 -0.69
C -0.28266 3.34745 1.26582 -0.68
O -0.44922 0.41439 3.46238 -0.71
H -4.98844 1.13525 3.75273 0.38
H -4.29852 2.75271 3.48841 0.36
H -4.61687 1.68329 2.09784 0.33
H -2.57778 1.16199 4.35812 0.34
H -2.91404 0.03351 3.02341 -0.32
H 3.26672 3.19481 2.70730 0.28
H 3.24019 2.83929 0.98421 0.22
H 1.72641 5.00546 2.45000 0.35
H 2.69341 5.09282 0.98301 0.32
H 0.26763 5.23484 0.41380 0.36
H 1.09088 3.86963 -0.34099 0.20
H -1.11358 3.15484 0.56446 0.18
H -0.74842 3.90453 2.10515 0.28
F -6.19495 -2.24546 4.90445 -0.30
C -4.96714 -2.77583 4.65985 0.90
F -4.10787 -1.72104 4.44713 -0.20
F -4.52670 -3.38656 5.80802 -0.26
C -4.93275 -3.73805 3.51197 -0.99
N -3.54067 -4.06979 3.20182 0.78
C -3.12728 -5.36571 3.59996 -1.00
C -3.40883 -6.46676 2.76983 -0.09
C -3.17986 -7.75844 3.22935 -0.73
C -2.69154 -7.96379 4.52446 -0.30
C -2.41979 -6.87345 5.35711 -0.86
C -2.65831 -5.58265 4.90226 0.22
C -2.77352 -3.23440 2.42187 1.06
C -1.37386 -3.15958 2.62525 -0.31
C -0.60885 -2.28243 1.89700 -1.09
C -1.16611 -1.49298 0.85273 0.57
C -0.34047 -0.61607 0.08224 -0.68
C -0.45668 -0.45123 -1.32135 0.21
C 0.25234 0.59090 -1.99841 -0.86
C 0.11171 0.78862 -3.35326 -0.57
C -0.76562 -0.02212 -4.11352 1.26
N -1.01683 0.25259 -5.43212 0.55
C -0.85404 1.61531 -5.93892 -1.04
C -2.01351 2.47153 -5.51724 0.98
F -1.82784 3.79738 -5.78146 -0.29
F -3.15201 2.05729 -6.17906 -0.24
F -2.28501 2.34662 -4.17716 -0.23
C -1.45629 -0.72709 -6.36116 -0.89
C -2.82731 -0.93704 -6.57046 0.34
C -3.26312 -1.78082 -7.58789 -0.88
C -2.33695 -2.42475 -8.41489 -0.32
C -0.97031 -2.21617 -8.20691 -0.72
C -0.52949 -1.36593 -7.20131 -0.19
C -1.37715 -1.13714 -3.49066 -0.73
C -1.22172 -1.33791 -2.13966 -1.08
C -2.56591 -1.63338 0.61074 -1.01
C -3.35095 -2.46109 1.38732 -0.63
H -5.45027 -4.65040 3.81552 0.43
H -5.42283 -3.25266 2.66626 0.34
H -3.80923 -6.27848 1.77251 0.39
H -3.38276 -8.60951 2.57902 0.37
H -2.52745 -8.98346 4.88139 0.38
H -2.02430 -7.02775 6.36273 0.37
H -2.49389 -4.71662 5.54698 0.48
H -0.91209 -3.80785 3.37752 0.50
H 0.46479 -2.19112 2.08362 0.44
H 0.53232 -0.18475 0.58037 0.83
H 0.91719 1.24590 -1.43191 0.41
H 0.72654 1.53887 -3.85079 0.29
H 0.06173 2.06483 -5.55260 0.40
H -0.87226 1.57418 -7.03089 0.41
H -3.54314 -0.40299 -5.94255 0.46
H -4.33299 -1.92522 -7.74863 0.37
H -2.66587 -3.08230 -9.22359 0.39
H -0.24746 -2.71291 -8.85255 0.37
H 0.53333 -1.17287 -7.04938 0.41
H -1.97089 -1.82531 -4.09381 0.48
H -1.68490 -2.20353 -1.66279 0.59
H -3.02592 -1.08018 -0.21188 0.63
H -4.41074 -2.59912 1.15453 0.32
```


Number 1: LUMO energy 0.03 eV. Number 2: LUMO energy -2.52 eV. Number 3: LUMO energy -3.66 eV. Number 4: LUMO energy -1.85 eV.